{
  "formula": "C53H57BrNO4RuSi",
  "method": "ωB97M-V with the def2-TZVPD basis set",
  "elements": ["Ru", "C", "C", "C", "C", "Si", "O", "C", "C", "C", "C", "C", "C", "C", "C", "C", "C", "C", "C", "H", "H", "H", "H", "H", "H", "H", "H", "H", "H", "H", "H", "H", "H", "H", "H", "H", "H", "H", "C", "C", "O", "H", "H", "H", "C", "C", "C", "C", "C", "C", "C", "C", "C", "C", "H", "H", "H", "H", "H", "H", "H", "C", "C", "C", "C", "C", "C", "C", "C", "N", "C", "C", "C", "C", "C", "C", "C", "C", "C", "C", "H", "H", "H", "H", "H", "H", "H", "H", "H", "H", "H", "H", "H", "H", "H", "H", "H", "H", "H", "H", "H", "H", "H", "H", "Br", "C", "C", "C", "C", "C", "C", "C", "O", "O", "H", "H", "H", "H"],
  "coordinates": [[13.680324, -14.958524, 0.847612], [9.425521, -16.915756, 1.607641], [10.295437, -17.767370, 2.583693], [9.985631, -17.311432, 4.040049], [9.846691, -19.189569, 2.374835], [12.106510, -17.633002, 2.113116], [12.541805, -16.105238, 2.146170], [12.463758, -18.475783, 0.414117], [11.749799, -18.148656, -0.702154], [11.888935, -18.907772, -1.888735], [12.755799, -19.965212, -1.994970], [13.500792, -20.284775, -0.837231], [13.356680, -19.535876, 0.318624], [13.115755, -18.580283, 3.473268], [12.960003, -19.968343, 3.670769], [13.518130, -20.552158, 4.783853], [14.171056, -19.763539, 5.734133], [14.319650, -18.431261, 5.552659], [13.825588, -17.830860, 4.396785], [8.361276, -17.082307, 1.932795], [9.478637, -17.340463, 0.595016], [9.709703, -15.869137, 1.661275], [8.878758, -17.208837, 4.159742], [10.462013, -16.394251, 4.267272], [10.374932, -18.012765, 4.828777], [8.746966, -19.257110, 2.480121], [10.307740, -19.778635, 3.207526], [10.171724, -19.758211, 1.447310], [11.052447, -17.389087, -0.788350], [11.293479, -18.586242, -2.784521], [12.875819, -20.616076, -2.869400], [14.122418, -21.218048, -0.811882], [13.941461, -19.830938, 1.135319], [12.433371, -20.514609, 2.895871], [13.381248, -21.622016, 4.992741], [14.536725, -20.259858, 6.593954], [14.839991, -17.865935, 6.336741], [13.847869, -16.774955, 4.128010], [17.453257, -9.672231, 1.632395], [16.186664, -10.461357, 1.531843], [15.252085, -10.169871, 0.850298], [18.314566, -10.341094, 1.685689], [17.419627, -9.133014, 2.612874], [17.575530, -8.950478, 0.833307], [18.584621, -15.101990, 2.842833], [18.909904, -14.094469, 1.863569], [18.093093, -13.058828, 1.652055], [16.896309, -12.786151, 2.467129], [15.996801, -11.677512, 2.473110], [14.973619, -11.642804, 3.381416], [14.748822, -12.570059, 4.350827], [15.556281, -13.636623, 4.387897], [16.625837, -13.776615, 3.425385], [17.413667, -14.931766, 3.536618], [19.166070, -16.027780, 2.830603], [19.714756, -14.280385, 1.150378], [18.379538, -12.335571, 0.898881], [14.275594, -10.786085, 3.327817], [13.877606, -12.402995, 4.975360], [15.442330, -14.413167, 5.125947], [17.015988, -15.729718, 4.159301], [17.065866, -18.880112, 2.445809], [16.702561, -18.413948, 1.062725], [16.908890, -19.287011, -0.015963], [16.581124, -18.785034, -1.296648], [16.717114, -19.540067, -2.618123], [16.034440, -17.526219, -1.473919], [15.694899, -16.690491, -0.425697], [16.077967, -17.177080, 0.880836], [15.189602, -15.408976, -0.456716], [15.373833, -14.526526, -1.697618], [14.293682, -14.775784, -2.741991], [14.502404, -13.760318, -3.840253], [14.408566, -12.397347, -3.283037], [15.482789, -12.038377, -2.202511], [16.928574, -12.182513, -2.798230], [17.005460, -13.650361, -3.420686], [15.859020, -13.863899, -4.485804], [16.780128, -14.699239, -2.340075], [15.323288, -13.064332, -1.128425], [17.343623, -17.983899, 3.094703], [17.980895, -19.426151, 2.469338], [16.252003, -19.384831, 2.950190], [17.328514, -20.308383, 0.058646], [17.097476, -18.897708, -3.370907], [15.771995, -19.894931, -2.978561], [17.407958, -20.376654, -2.550625], [15.857137, -17.255383, -2.461013], [16.026015, -16.592961, 1.767869], [13.317236, -14.654692, -2.256895], [14.362071, -15.779861, -3.151461], [13.746064, -13.891688, -4.584903], [13.439094, -12.221506, -2.766331], [14.437138, -11.622950, -4.095609], [15.213733, -11.043514, -1.804875], [17.725218, -12.093001, -2.088203], [17.001015, -11.438130, -3.563424], [17.931717, -13.859150, -3.866286], [16.001255, -14.818566, -4.962939], [15.871437, -13.153445, -5.297492], [17.565438, -14.564893, -1.582748], [16.898412, -15.655725, -2.856773], [14.355979, -12.929832, -0.631933], [16.038571, -13.041535, -0.317419], [10.301799, -9.166914, -2.660392], [10.266161, -9.823805, -0.852536], [9.632782, -9.078288, 0.134364], [9.634156, -9.670427, 1.378032], [10.356294, -10.807642, 1.703316], [11.065727, -11.478931, 0.673537], [11.007915, -10.966767, -0.612298], [11.943784, -12.663107, 0.982608], [12.428122, -12.783490, 2.115150], [12.104968, -13.428235, -0.000431], [9.080050, -8.219036, -0.010305], [8.977264, -9.269211, 2.152612], [10.458713, -11.248784, 2.711815], [11.602205, -11.415043, -1.332577]],
  "forces_ev_per_a": [[-0.7160, -0.1558, 0.4726], [-0.3828, -0.8394, 0.7238], [-0.7219, 0.4150, -0.6917], [-0.3067, -1.6004, -0.0371], [0.3139, -2.1015, 0.8290], [1.1535, -0.4200, 0.1370], [0.5221, 0.9752, -0.3595], [-0.1772, 0.4113, 1.7059], [0.7333, -1.9690, -2.0956], [-0.7898, 1.2274, -1.1221], [0.8158, -0.9076, 1.0762], [-0.0148, -0.8898, -0.4997], [-0.2265, -0.4152, -1.1822], [-0.8636, -0.2941, -0.8251], [0.3530, 0.8190, -0.3370], [-0.3336, -0.7295, 0.3583], [-0.5499, -1.3653, -0.6690], [0.7198, 1.6539, 0.2717], [-0.5598, 0.2124, -0.3877], [0.7241, 0.4935, -0.2492], [0.1345, 0.4479, 0.1938], [-0.1660, 0.1701, -0.3011], [0.7339, -0.0671, 0.0413], [0.3135, 1.2634, 0.0389], [-0.4123, 0.2800, -0.8580], [0.3253, -0.1609, -0.1018], [-0.6216, 0.0889, -0.4858], [-0.4119, 1.1492, 0.6984], [-1.1400, 1.6055, 0.3763], [0.5434, -0.3887, 0.9271], [-0.2739, 0.5438, 0.1673], [-0.3816, 1.1507, -0.1296], [0.6987, -0.2288, 1.2431], [-0.0056, -0.3260, 0.2864], [0.1585, 0.4142, -0.2128], [0.4171, -0.2390, 0.8744], [-0.2087, -0.0005, -0.4462], [0.4220, 0.0544, 0.6380], [0.3883, 0.2069, 0.9177], [-0.3595, -1.6666, 1.3504], [-0.6657, 0.8855, -1.0753], [-0.0265, 0.1205, 0.0026], [0.0313, -0.3527, -0.6900], [-0.1489, 0.0227, -0.1561], [-0.5421, 0.4277, -0.9730], [0.2089, -1.8566, 0.2965], [-1.6839, 2.3207, 0.3758], [1.0805, -0.6549, 0.1021], [1.3850, 0.5142, -0.7363], [-0.5269, 2.8170, -1.7501], [-1.0376, -0.3364, 0.7614], [1.1743, -0.9952, -0.6261], [-1.0738, 0.1172, 1.2075], [1.1471, -1.1604, -0.1246], [-0.2668, 0.3154, 0.3631], [0.0412, 0.1753, 0.4208], [-0.1902, -0.0408, -0.2255], [0.5013, -0.4919, -0.0956], [0.2419, -0.3662, 0.2208], [-0.0589, -0.2242, 0.0911], [0.2677, 0.0831, 0.1535], [0.3418, 2.3664, 0.9693], [-0.6209, -0.4148, -0.1509], [-0.0894, 0.3830, -1.5856], [0.0425, -0.6717, 0.0324], [0.5948, -0.5727, 1.4266], [-0.0586, -0.4671, 1.0413], [0.9796, 0.3582, 2.3303], [0.5126, -1.3091, -1.2344], [-0.0489, 0.8874, -1.4931], [0.7330, -0.8461, 1.7129], [0.2076, 0.2448, 0.4669], [0.1447, -0.4283, 0.0589], [-0.6131, 3.0263, 0.7197], [0.4106, -0.4060, -0.7396], [-1.8436, -1.6169, -0.7982], [-2.5936, 1.4070, 0.1720], [1.0598, 0.0269, 0.5464], [-0.1763, 0.3817, 0.1065], [-0.8724, -1.4955, 0.3480], [-0.6666, -0.8413, -0.6812], [0.4769, -0.9930, -0.1963], [-0.1303, -0.3238, 0.0890], [-0.2075, 0.7562, 0.2468], [0.4406, 0.7856, -0.7290], [-0.6856, -0.3137, -0.0179], [0.0065, -0.2419, 0.0980], [-0.5092, 0.5603, -1.5003], [-0.3994, 0.8632, 0.3562], [0.0284, -0.0240, -0.1552], [0.0031, -0.2850, 0.0922], [-0.6273, -0.0790, -0.6614], [0.3024, -0.2686, -0.3560], [0.0885, -0.5770, 0.4643], [0.5684, -0.2334, -0.2299], [0.3494, 0.3293, 0.6661], [0.5192, 0.4768, -0.6556], [1.4857, 0.0639, -0.7275], [0.0839, -0.7213, -0.1039], [0.3842, 0.5787, -0.2690], [-0.2062, -0.3774, 0.0812], [0.0425, -0.0117, 0.4721], [-0.1480, 0.0068, -0.1194], [0.5637, 0.2610, 0.0775], [-0.1072, 0.0598, 0.1911], [0.5166, 0.8394, -0.6490], [0.8523, -2.7521, -0.1660], [-0.5310, -0.1641, 1.7470], [0.9103, -1.1144, -0.7696], [-0.5890, 1.1845, 1.2446], [-0.9161, 0.7066, 1.5406], [-0.4447, 0.5476, 0.0362], [0.2908, -0.2699, 0.0228], [0.6692, -1.0313, -0.3693], [-0.9230, 1.6147, -0.6725], [0.3698, 0.2759, -0.0926], [-0.3928, 0.5309, -0.6031], [0.7163, -0.8093, -1.5095]],
  "mulliken_charge": [2.31, -1.92, 2.14, -1.80, -1.50, -1.36, -0.70, 1.47, -0.51, -0.88, -0.57, -0.62, -0.37, 1.32, -0.37, -0.86, -0.55, -0.58, -0.55, 0.56, 0.32, 0.30, 0.46, 0.38, 0.26, 0.49, 0.31, 0.13, 0.61, 0.24, 0.41, 0.19, 0.44, 0.39, 0.32, 0.41, 0.32, 0.36, -1.46, 0.35, -0.56, 0.39, 0.34, 0.37, -0.61, -1.13, -0.17, 0.54, 0.98, -0.02, -0.93, -0.66, 1.25, -0.79, 0.32, 0.30, 0.23, 0.23, 0.28, 0.44, 0.26, -1.37, 1.23, -0.85, 0.28, -1.84, 0.20, -1.69, -0.27, 0.66, 1.69, -1.57, 0.57, -0.83, 0.77, -1.82, 0.27, -1.66, -0.93, -1.82, 0.01, 0.47, 0.08, 0.29, 0.40, 0.25, 0.44, 0.76, 0.45, 0.38, 0.28, 0.48, -0.27, 0.51, 0.63, 0.48, 0.61, 0.45, 0.53, 0.62, 0.13, 0.58, 0.52, -0.83, -0.25, -0.01, -0.59, -0.36, -0.47, 0.32, -0.25, 0.32, -0.72, -0.96, 0.50, 0.33, 0.36, 0.56],
  "spin_multiplicity": 5,
  "orbital_gap_ev": [6.7, 7.2],
  "charge": -1
}



{
  "formula": "C5H7NO",
  "method": "ωB97M-V with the def2-TZVPD basis set",
  "elements": ["O", "C", "C", "C", "C", "C", "N", "H", "H", "H", "H", "H", "H", "H"],
  "coordinates": [[1.393258, -0.456536, -1.196561], [0.920001, -0.356045, 0.138176], [0.592106, 1.098316, 0.508926], [-0.773761, 1.581038, 0.501048], [-1.223984, -1.208675, -0.760357], [-0.372381, -1.116576, 0.254381], [-0.363764, 1.355217, 1.661804], [2.257003, -0.030821, -1.255235], [1.675935, -0.742745, 0.841242], [1.412591, 1.817793, 0.426388], [-1.680780, 1.890048, -0.013135], [-0.937052, -0.858572, -1.749313], [-2.234124, -1.582384, -0.623823], [-0.665044, -1.390057, 1.266459]],
  "forces_ev_per_a": [[0.1911, 0.2019, -0.0291], [-0.2071, 0.0736, 0.2877], [0.3497, 0.0579, -0.1221], [-0.0661, 0.0256, 0.1742], [0.0781, -0.0464, 0.0896], [-0.2138, 0.0673, -0.1043], [-0.1283, 0.2003, -0.2488], [-0.1524, -0.0310, 0.0263], [-0.1704, 0.0110, -0.1389], [-0.0877, -0.2254, -0.0224], [0.2703, -0.0004, 0.1834], [-0.0777, -0.1083, 0.1417], [0.1947, -0.1564, -0.0370], [0.0196, -0.0698, -0.2001]],
  "mulliken_charge": [-0.53, 0.30, -0.10, -0.16, -0.73, -0.43, -0.50, 0.31, 0.25, 0.38, 0.34, 0.25, 0.28, 0.34],
  "smiles": "C=C[C@@H](O)[C@H]1C=N1",
  "spin_multiplicity": 1,
  "orbital_gap_ev": 10.7
}



{
  "formula": "CH6N2OS",
  "method": "ωB97M-V with the def2-TZVPD basis set",
  "elements": ["C", "N", "N", "O", "S", "H", "H", "H", "H", "H", "H"],
  "coordinates": [[0.971398, 0.237780, 0.209427], [1.422712, -1.475839, 0.081608], [-1.550481, 1.097154, -0.740165], [-1.253074, -1.115327, 0.312455], [-0.866054, 0.220269, 0.612809], [1.074030, 0.655805, -0.734856], [1.548248, 0.692500, 0.988544], [1.659793, -1.635644, 1.021145], [0.517578, -1.867915, 0.006884], [-2.525959, 1.332443, -0.763774], [-0.998192, 1.858769, -0.994079]],
  "forces_ev_per_a": [[-0.6248, -4.4877, 0.3386], [-0.0539, 5.1603, -0.8585], [1.1271, -1.4497, 0.4613], [-1.1687, -3.1855, -0.1627], [-0.0394, 2.7271, 0.2793], [0.5912, 0.6949, -1.7217], [0.1902, 0.2375, 0.3222], [0.6452, -0.4063, 1.6343], [-1.3458, -0.6687, -0.4089], [-0.2995, -0.1859, 0.7124], [0.9785, 1.5641, -0.5962]],
  "mulliken_charge": [-0.47, -0.64, -0.51, -0.60, 0.52, 0.33, 0.33, 0.23, 0.35, 0.23, 0.25],
  "spin_multiplicity": 1,
  "orbital_gap_ev": 9.7
}



| no. | molar mass (g mol⁻¹) |
| --- | --- |
| 1 | 981.10 |
| 2 | 97.12 |
| 3 | 94.14 |